Model w:
54
Properties=species:S:1:pos:R:3:lowdin_charge:R:1 method="wB97M-V/def2-TZVPD" gap_ev=10.3 e_homo_ev=-10.23 smiles=CO.CO.CO.CO.CO.CO.CO.CO.CO
C 4.03714 0.00135 -5.23202 -0.159
O 2.73220 0.45287 -4.85818 -0.120
H 4.82073 0.75031 -5.34663 0.066
H 4.35645 -0.80737 -4.57467 0.069
H 4.04833 -0.34544 -6.26531 0.074
H 2.51033 0.50082 -3.92540 0.070
C 3.93242 0.75165 4.05225 -0.157
O 3.48195 1.68332 3.05470 -0.125
H 3.55502 -0.23815 3.79544 0.072
H 5.00850 0.64634 4.19043 0.071
H 3.54147 0.97326 5.04530 0.074
H 3.24578 2.51205 3.47781 0.068
C -2.22735 1.41094 5.50417 -0.191
O -2.02707 2.70449 5.96974 -0.112
H -1.73862 1.28038 4.53867 0.074
H -1.74070 0.73283 6.20520 0.079
H -3.28140 1.15840 5.38880 0.075
H -1.93860 3.27620 5.20363 0.075
C -6.81443 -2.58521 -2.45014 -0.137
O -5.74621 -2.02786 -1.63390 -0.141
H -6.91961 -3.65896 -2.29488 0.074
H -7.75341 -2.07848 -2.22734 0.070
H -6.51185 -2.34612 -3.46963 0.076
H -5.80460 -2.48995 -0.79446 0.057
C 0.40109 -0.86679 0.14454 -0.184
O 1.43706 -0.17176 -0.47670 -0.118
H 0.93878 -1.79214 0.35122 0.074
H -0.02094 -0.51967 1.08766 0.075
H -0.43537 -1.10367 -0.51298 0.078
H 1.82220 0.44925 0.14589 0.073
C 4.23185 -4.38240 -1.84064 -0.128
O 3.26700 -4.35594 -2.98066 -0.123
H 5.29889 -4.56306 -1.97055 0.062
H 4.18705 -3.48307 -1.22639 0.067
H 4.04612 -5.25523 -1.21473 0.068
H 3.23153 -3.46182 -3.32835 0.052
C 4.86286 4.86451 -2.32288 -0.152
O 5.46097 6.17028 -2.07679 -0.122
H 4.72532 4.22330 -1.45223 0.075
H 3.84615 4.92513 -2.71115 0.064
H 5.29046 4.31411 -3.16092 0.068
H 5.28016 6.73763 -2.82979 0.066
C -3.34170 3.06908 -1.15762 -0.190
O -3.81222 2.24649 -2.18632 -0.105
H -3.70917 4.09451 -1.19737 0.076
H -3.60833 2.69298 -0.16992 0.072
H -2.25259 3.06973 -1.11350 0.071
H -4.15120 1.44047 -1.79006 0.074
C -4.61985 -3.45280 3.45515 -0.202
O -5.78278 -2.97080 2.88565 -0.106
H -4.70256 -4.50884 3.71213 0.076
H -3.83597 -3.29794 2.71376 0.083
H -4.36027 -3.01890 4.42078 0.073
H -6.46100 -3.35033 3.44919 0.077

***

Model x:
54
Properties=species:S:1:pos:R:3:lowdin_charge:R:1 method="wB97M-V/def2-TZVPD" gap_ev=10.2 e_homo_ev=-9.75 smiles=CO.CO.CO.CO.CO.CO.CO.CO.CO
C -1.87207 3.47370 1.20395 -0.099
O -1.19420 2.33797 0.57303 -0.157
H -2.71121 3.68170 0.54010 0.077
H -2.20745 3.24922 2.21649 0.076
H -1.30245 4.39803 1.30015 0.079
H -1.79155 1.59392 0.46743 0.030
C -3.46814 -0.24829 -0.43025 -0.169
O -3.12068 -0.07271 0.91036 -0.116
H -3.43826 0.69690 -0.97230 0.078
H -2.80010 -0.96201 -0.91237 0.073
H -4.47160 -0.60925 -0.65584 0.088
H -3.83543 -0.43192 1.44112 0.094
C 2.76252 1.96787 2.77112 -0.178
O 3.45975 1.75397 3.98498 -0.106
H 3.40489 2.44660 2.03202 0.071
H 2.53947 1.02048 2.28041 0.053
H 1.85765 2.57526 2.75121 0.079
H 3.85366 0.87859 3.97245 0.075
C -0.70270 4.44187 -2.63330 -0.231
O -0.49517 3.20199 -2.22089 -0.119
H 0.00300 5.09169 -2.11579 0.077
H -0.48277 4.48939 -3.69982 0.086
H -1.73233 4.66848 -2.35654 0.082
H -0.70414 2.90397 -1.33257 0.042
C 4.93061 0.78551 -3.19154 -0.155
O 3.70971 0.34238 -2.63253 -0.132
H 5.45426 1.55541 -2.62485 0.083
H 5.47766 -0.13402 -3.39966 0.084
H 4.61489 1.17241 -4.16042 0.079
H 3.26846 1.18624 -2.51089 0.074
C 0.60205 -0.50900 -0.38163 -0.140
O 1.13036 -1.40845 -1.31241 -0.107
H -0.13024 -1.08895 0.18007 0.072
H 1.26535 -0.10524 0.38329 0.073
H 0.04850 0.29861 -0.86064 0.076
H 1.91490 -1.00189 -1.68763 0.067
C -2.75965 -3.99233 0.24549 -0.207
O -3.88416 -4.23296 0.99565 -0.109
H -3.06307 -3.94890 -0.80052 0.078
H -2.14130 -3.13639 0.51588 0.074
H -2.13166 -4.88277 0.27476 0.077
H -4.26751 -5.03905 0.64230 0.082
C 0.84408 -4.53068 -1.79384 -0.176
O -0.28180 -3.75974 -2.14428 -0.127
H 0.94574 -4.87308 -0.76403 0.071
H 0.75870 -5.38607 -2.46401 0.078
H 1.76760 -3.97670 -1.96212 0.068
H -0.07304 -2.85660 -1.89456 0.029
C -0.02775 -0.31428 3.41375 -0.155
O -0.37306 -1.08314 4.57030 -0.111
H 0.19735 0.72623 3.64775 0.071
H 0.90959 -0.70821 3.02094 0.064
H -0.73469 -0.41420 2.59012 0.064
H 0.47730 -1.23176 4.99030 0.068

***

Model y:
54
Properties=species:S:1:pos:R:3:lowdin_charge:R:1 method="wB97M-V/def2-TZVPD" gap_ev=9.6 e_homo_ev=-9.57 smiles=CO.CO.CO.CO.CO.CO.CO.CO.CO
C 2.72106 4.04647 0.10416 -0.142
O 3.65510 3.63139 1.12194 -0.141
H 3.22350 3.85027 -0.84303 0.077
H 1.83504 3.41390 0.15814 0.046
H 2.48298 5.09589 0.27776 0.082
H 3.90642 2.72131 0.94818 0.016
C -1.10917 -5.26939 2.38573 -0.152
O -1.61575 -3.98738 2.74218 -0.135
H -1.83762 -5.75095 1.73338 0.070
H -0.13520 -5.10764 1.92387 0.076
H -1.01643 -5.89662 3.27235 0.078
H -1.62673 -3.43047 1.96031 0.030
C 0.16651 0.07813 0.16782 -0.144
O -0.90560 -0.14919 1.04298 -0.109
H 0.76730 -0.81149 -0.02122 0.076
H -0.22291 0.32228 -0.82053 0.051
H 0.73011 0.96164 0.46759 0.087
H -1.39234 -0.89844 0.69182 0.045
C -0.18508 3.10821 -2.35722 -0.131
O -1.06069 4.24290 -2.34097 -0.130
H 0.34228 3.10779 -3.31115 0.085
H 0.54002 3.30688 -1.56800 0.048
H -0.71058 2.19122 -2.09060 0.064
H -0.52657 5.03979 -2.37665 0.069
C 1.72037 -1.00354 -3.25544 -0.195
O 0.70132 -0.53487 -4.05496 -0.098
H 2.62118 -1.40529 -3.71937 0.082
H 2.17325 -0.22850 -2.63711 0.065
H 1.31475 -1.72778 -2.54901 0.066
H -0.11302 -0.38831 -3.56816 0.029
C -0.99686 2.66721 3.19559 -0.171
O -0.68615 1.30902 3.47014 -0.118
H -0.28035 3.36825 3.62368 0.068
H -1.07599 2.99190 2.15809 0.072
H -1.92806 2.92512 3.70001 0.068
H -0.66002 0.79665 2.65872 0.016
C -4.02218 -2.01701 1.29826 -0.131
O -2.84298 -2.37450 0.61683 -0.145
H -3.87842 -1.33109 2.13310 0.097
H -4.69199 -1.43855 0.66199 0.077
H -4.62413 -2.87293 1.60348 0.088
H -3.05599 -3.06996 -0.00972 0.087
C -1.66488 -1.99798 -2.37323 -0.144
O -1.80864 -0.61567 -2.63498 -0.124
H -2.68120 -2.38571 -2.30341 0.083
H -1.18073 -2.48457 -3.21995 0.090
H -1.12928 -2.22178 -1.45066 0.070
H -2.74058 -0.38529 -2.63248 0.098
C 3.78910 0.01106 1.35242 -0.112
O 4.15478 0.86026 0.24003 -0.141
H 2.89802 -0.58414 1.15287 0.058
H 4.63484 -0.64486 1.55878 0.078
H 3.58853 0.58929 2.25437 0.089
H 4.43973 0.37699 -0.53898 0.081

***

The structure with the least stability is model w.